Model 1:
Density functional theory data (ωB97M-V with the def2-TZVPD basis set) for one molecule with the formula C9H12N2.

Calculated values
* multiplicity: 1
* SMILES string: C=C=NN(C)C=C=C(C)C=C
* gap between HOMO and LUMO: 8.6 eV
* lowest unoccupied orbital energy: 0.6 eV

Each line ends with the Mulliken charge.
Cartesian coordinates (Å):
C1 -0.080 -2.348 0.407  -0.8890
C2 -1.046 -1.564 0.162  0.5704
N1 -2.152 -1.035 0.223  -0.6158
N2 -2.403 0.257 -0.164  0.4722
C3 -3.603 0.913 0.214  -0.8967
C4 -1.260 1.116 -0.255  -0.4907
C5 -0.034 0.659 -0.400  -0.3811
C6 1.259 0.493 -0.305  0.9817
C7 1.997 0.427 -1.612  -1.3922
C8 1.861 0.342 1.013  -0.2991
C9 3.061 -0.215 1.110  -0.7465
H1 0.196 -2.904 -0.509  0.1914
H2 0.586 -2.384 1.259  0.3079
H3 -3.959 1.644 -0.499  0.3001
H4 -3.471 1.485 1.097  0.3852
H5 -4.509 0.176 0.496  0.2707
H6 -1.519 2.084 -0.541  0.3837
H7 2.647 1.261 -1.739  0.3487
H8 1.294 0.484 -2.524  0.3119
H9 2.691 -0.452 -1.905  0.2882
H10 1.317 0.670 1.884  0.3926
H11 3.414 -0.334 2.169  0.2414
H12 3.713 -0.774 0.417  0.2650

---

Model 2:
Density functional theory data (ωB97M-V with the def2-TZVPD basis set) for one molecule with the formula C9H12N2.

Calculated values
* multiplicity: 1
* SMILES string: C=C(C)Nc1ccccc1N
* gap between HOMO and LUMO: 8.8 eV
* lowest unoccupied orbital energy: 0.9 eV

Each line ends with the Mulliken charge.
Cartesian coordinates (Å):
C1 -0.172 2.376 1.995  -0.9784
C2 0.133 1.482 1.078  0.7011
C3 1.491 1.301 0.477  -1.2060
N1 -0.946 0.826 0.452  -0.2340
C4 -0.868 -0.325 -0.406  0.2825
C5 -1.441 -0.167 -1.667  -0.3283
C6 -1.115 -1.106 -2.710  -0.3601
C7 -0.277 -2.153 -2.405  -0.4808
C8 0.122 -2.370 -1.107  -0.5056
C9 -0.212 -1.506 -0.068  0.4163
N2 0.311 -1.710 1.175  -0.5035
H1 -1.154 2.409 2.312  0.3370
H2 0.541 2.973 2.671  0.2332
H3 1.563 1.422 -0.637  0.2748
H4 1.747 0.298 0.543  0.3360
H5 2.213 2.032 0.834  0.3569
H6 -1.770 0.850 1.030  0.2382
H7 -2.335 0.493 -1.892  0.2849
H8 -1.445 -0.954 -3.803  0.2743
H9 0.101 -2.791 -3.288  0.2646
H10 0.534 -3.396 -0.841  0.1709
H11 0.076 -1.158 2.050  0.2066
H12 0.489 -2.673 1.385  0.2195

---

Preferred: model 2; penalty for the next structure: 4.501 eV.

---

Model 1:
Density functional theory data (ωB97M-V with the def2-TZVPD basis set) for one molecule with the formula C4H5NO3.

Calculated values
* multiplicity: 1
* SMILES string: O=C(O)[C@]1(O)CC=N1
* gap between HOMO and LUMO: 9.6 eV
* lowest unoccupied orbital energy: 0.3 eV

Each line ends with the Mulliken charge.
Cartesian coordinates (Å):
O1 2.487 -0.721 -0.097  -0.5219
C1 1.532 -0.102 0.214  0.6327
O2 1.467 1.177 0.608  -0.4547
C2 -0.003 -0.684 0.009  0.6268
O3 0.228 -1.682 -0.961  -0.5235
C3 -0.948 0.503 -0.423  -0.8388
C4 -1.986 -0.020 0.433  0.0485
N1 -1.479 -1.027 1.042  -0.5785
H1 2.330 1.665 0.785  0.3684
H2 1.137 -1.892 -0.742  0.3307
H3 -1.339 0.810 -1.446  0.2765
H4 -0.521 1.382 -0.099  0.3114
H5 -2.905 0.592 0.677  0.3224

---

Model 2:
Density functional theory data (ωB97M-V with the def2-TZVPD basis set) for a 2-piece molecular cluster, C4H5NO3 overall.

Calculated values
* multiplicity: 1
* gap between HOMO and LUMO: 7.1 eV
* lowest unoccupied orbital energy: -1.4 eV

Each line ends with the Mulliken charge.
Cartesian coordinates (Å):
C1 -1.833 -0.453 0.537  -0.3494
C2 -0.287 -0.360 0.262  0.5109
C3 1.743 -1.224 -0.168  -0.0521
C4 0.668 0.706 0.119  0.3183
H1 -3.512 0.046 -0.399  0.3166
H2 -2.021 0.389 1.409  0.2119
H3 -1.941 -1.486 0.967  0.3061
H4 2.653 -1.535 -0.759  0.3128
H5 0.873 2.670 -1.183  0.3717
N1 0.369 -1.565 -0.120  -0.5604
O1 -2.545 0.150 -0.649  -0.4993
O2 1.962 0.160 0.027  -0.2541
O3 0.535 2.047 0.160  -0.6331

---

Preferred: model 1; penalty for the next structure: 2.410 eV.

---

Model 1:
Density functional theory data (ωB97M-V with the def2-TZVPD basis set) for one molecule with the formula C4H5NO3.

Calculated values
* multiplicity: 1
* SMILES string: Cc1[nH]oc(=O)c1O
* gap between HOMO and LUMO: 9.2 eV
* lowest unoccupied orbital energy: 0.6 eV

Each line ends with the Mulliken charge.
Cartesian coordinates (Å):
C1 1.867 0.032 0.038  -1.1986
C2 0.387 -0.197 -0.093  -0.2556
N1 -0.150 -1.475 0.097  -0.0671
O1 -1.442 -1.454 -0.080  -0.2420
C3 -1.825 -0.111 -0.025  0.4538
O2 -3.062 0.096 0.078  -0.6614
C4 -0.641 0.630 -0.024  1.0015
O3 -0.612 1.974 -0.099  -0.6012
H1 2.238 -0.423 0.894  0.3910
H2 2.479 -0.218 -0.831  0.3085
H3 2.003 1.115 0.377  0.2765
H4 0.213 -2.367 -0.450  0.2730
H5 -1.454 2.398 0.118  0.3216

---

Model 2:
Density functional theory data (ωB97M-V with the def2-TZVPD basis set) for one molecule with the formula C4H5NO3.

Calculated values
* multiplicity: 1
* SMILES string: O=C1N[C@@H](O)C=C1O
* gap between HOMO and LUMO: 10.1 eV
* lowest unoccupied orbital energy: 0.4 eV

Each line ends with the Mulliken charge.
Cartesian coordinates (Å):
O1 2.360 0.975 0.484  -0.5783
C1 1.328 0.463 0.150  0.1803
N1 1.106 -0.846 -0.116  -0.0386
C2 -0.298 -1.155 -0.216  0.1557
O2 -0.738 -1.832 0.932  -0.5323
C3 -0.891 0.217 -0.362  -0.9715
C4 0.035 1.181 -0.322  0.7560
O3 -0.121 2.501 -0.183  -0.4845
H1 1.826 -1.547 -0.070  0.1922
H2 -0.491 -1.832 -1.055  0.2661
H3 -1.128 -1.219 1.587  0.3525
H4 -1.944 0.338 -0.524  0.3682
H5 -1.044 2.756 -0.306  0.3343

---

Preferred: model 2; penalty for the next structure: 1.854 eV.

---

Model 1:
Density functional theory data (ωB97M-V with the def2-TZVPD basis set) for an isolated ion of composition C6H12NO and charge -1.

Calculated values
* multiplicity: 1
* SMILES string: C=CC[C@@H](C)NC[O-]
* gap between HOMO and LUMO: 6.2 eV
* charge: -1
* lowest unoccupied orbital energy: 3.6 eV

Each line ends with the Mulliken charge.
Cartesian coordinates (Å):
C1 -0.529 -1.826 -2.837  -0.7963
C2 0.068 -1.353 -1.753  -0.0984
C3 -0.654 -0.899 -0.505  -0.6606
C4 0.066 0.272 0.209  0.1825
C5 -0.811 1.536 0.275  -1.3585
N1 0.567 -0.174 1.508  -0.4534
C6 1.427 0.923 2.190  -0.3512
O1 0.736 1.717 2.984  -0.8589
H1 -1.608 -1.949 -2.857  0.2583
H2 -0.013 -2.104 -3.749  0.2538
H3 1.154 -1.299 -1.681  0.2742
H4 -1.683 -0.640 -0.746  0.3271
H5 -0.588 -1.759 0.166  0.2741
H6 0.992 0.479 -0.335  0.2608
H7 -0.494 2.097 1.153  0.3893
H8 -1.856 1.252 0.440  0.3371
H9 -0.738 2.177 -0.606  0.2985
H10 -0.216 -0.192 2.164  0.2488
H11 2.240 0.305 2.656  0.2916
H12 1.939 1.437 1.324  0.1811

---

Model 2:
Density functional theory data (ωB97M-V with the def2-TZVPD basis set) for an isolated ion of composition C6H12NO and charge -1.

Calculated values
* multiplicity: 1
* gap between HOMO and LUMO: 5.3 eV
* charge: -1
* lowest unoccupied orbital energy: 4.0 eV

Each line ends with the Mulliken charge.
Cartesian coordinates (Å):
C1 1.035 1.484 -0.669  -0.7313
N1 1.975 0.339 -0.669  -0.3471
C2 2.468 -0.078 0.618  -0.3799
O1 1.486 -0.415 1.599  -0.6520
C3 -0.527 1.113 -0.636  -0.5259
C4 -1.115 -0.054 0.079  -0.6970
C5 -2.017 -1.024 -0.330  0.1543
C6 -2.616 -2.038 0.339  -1.0901
H1 1.081 1.955 -1.666  0.3610
H2 1.267 2.091 0.209  0.3238
H3 1.502 -0.420 -1.147  0.2964
H4 3.132 -0.958 0.685  0.2520
H5 2.962 0.764 1.145  0.2428
H6 -1.013 2.045 -0.294  0.2446
H7 -0.782 1.022 -1.696  0.3041
H8 0.581 -0.352 1.244  0.2267
H9 -0.976 0.021 1.199  0.3931
H10 -2.357 -0.882 -1.372  0.1443
H11 -2.604 -2.054 1.430  0.2395
H12 -3.481 -2.558 -0.068  0.2406

---

Preferred: model 1; penalty for the next structure: 0.991 eV.

---

Model 1:
Density functional theory data (ωB97M-V with the def2-TZVPD basis set) for an isolated ion of composition C7H13N2 and charge +1.

Calculated values
* multiplicity: 1
* SMILES string: CN/C=C\[NH+]=C=C(C)C
* gap between HOMO and LUMO: 7.9 eV
* charge: +1
* lowest unoccupied orbital energy: -4.1 eV

Each line ends with the Mulliken charge.
Cartesian coordinates (Å):
C1 -3.134 -1.219 -1.210  -0.8875
N1 -2.064 -0.448 -0.544  -0.1700
C2 -2.262 0.220 0.602  0.1114
C3 -1.333 0.819 1.479  -0.5413
N2 -0.032 1.315 1.443  -0.1677
C4 1.063 0.915 0.839  0.0034
C5 1.873 0.217 0.079  0.7072
C6 2.927 -0.692 0.835  -1.0674
C7 2.405 0.600 -1.335  -1.2886
H1 -3.947 -0.635 -1.687  0.3020
H2 -2.608 -1.680 -2.077  0.3084
H3 -3.438 -1.986 -0.500  0.3561
H4 -1.268 -0.110 -1.095  0.2270
H5 -3.290 0.195 1.068  0.3212
H6 -1.878 1.033 2.341  0.3042
H7 0.169 2.112 1.998  0.2895
H8 3.950 -0.123 0.753  0.3320
H9 2.821 -1.659 0.298  0.3249
H10 2.528 -0.709 1.840  0.3696
H11 2.091 -0.204 -1.960  0.4014
H12 3.525 0.632 -1.438  0.3520
H13 1.903 1.410 -1.729  0.4121

---

Model 2:
Density functional theory data (ωB97M-V with the def2-TZVPD basis set) for an isolated ion of composition C7H13N2 and charge +1.

Calculated values
* multiplicity: 1
* gap between HOMO and LUMO: 11.1 eV
* charge: +1
* lowest unoccupied orbital energy: -3.1 eV

Each line ends with the Mulliken charge.
Cartesian coordinates (Å):
C1 1.481 0.825 -0.273  0.3867
C2 -1.426 0.967 0.508  -1.0247
C3 -0.412 2.102 0.643  -0.5243
C4 0.558 -0.808 0.575  -0.3226
C5 -0.868 -0.410 0.746  -0.1768
C6 -0.480 -1.257 -0.402  0.1609
C7 -0.956 -2.721 -0.462  -1.6831
N1 0.815 1.915 -0.160  -0.1886
N2 2.736 0.638 -0.705  -0.4485
H1 -2.233 1.084 1.164  0.5324
H2 -1.901 0.898 -0.553  0.3137
H3 -0.925 3.014 0.130  0.2971
H4 0.049 2.256 1.670  0.3124
H5 1.331 -1.341 1.040  0.5257
H6 -1.492 -0.832 1.546  0.3474
H7 -0.355 -0.804 -1.375  0.4533
H8 -0.245 -3.413 -0.835  0.3917
H9 -1.652 -2.863 -1.275  0.4171
H10 -1.432 -3.041 0.385  0.4192
H11 1.259 2.774 -0.394  0.2433
H12 2.993 -0.414 -0.692  0.2969
H13 3.152 1.432 -1.280  0.2708

---

Preferred: model 2; penalty for the next structure: 0.635 eV.

---

Model 1:
Density functional theory data (ωB97M-V with the def2-TZVPD basis set) for a 2-piece molecular cluster, C3H5IN2 overall.

Calculated values
* multiplicity: 1
* gap between HOMO and LUMO (spin up / spin down): 7.7 / 7.7 eV
* lowest unoccupied orbital energy (spin up / spin down): -0.3 / -0.3 eV

Each line ends with the Mulliken charge.
Cartesian coordinates (Å):
C1 0.305 -2.627 -0.542  -0.3864
C2 -0.664 0.833 0.831  -0.0746
C3 0.035 2.115 0.431  -0.9452
N1 0.664 -1.612 0.145  0.4740
N2 0.908 -0.631 0.640  -0.5297
I1 -2.023 0.392 -0.801  -0.0396
H1 -0.318 -3.315 0.006  0.2545
H2 0.321 -2.696 -1.630  0.2961
H3 0.339 2.091 -0.630  0.3414
H4 -0.586 3.063 0.640  0.3091
H5 1.019 2.387 0.909  0.3004

---

Model 2:
Density functional theory data (ωB97M-V with the def2-TZVPD basis set) for a 2-piece molecular cluster, C3H5IN2 overall.

Calculated values
* multiplicity: 1
* gap between HOMO and LUMO: 9.0 eV
* lowest unoccupied orbital energy: 0.5 eV

Each line ends with the Mulliken charge.
Cartesian coordinates (Å):
C1 -1.259 -2.202 -0.261  -0.5389
C2 2.067 2.068 -0.036  -0.3864
C3 -1.303 -1.031 0.369  -0.3839
N1 0.945 1.888 0.565  0.4292
N2 -0.031 1.544 0.972  -0.5093
I1 -2.614 0.549 -0.265  0.0537
H1 -0.586 -2.968 -0.027  0.2899
H2 -2.042 -2.370 -1.047  0.1835
H3 2.679 2.937 0.194  0.2435
H4 2.303 1.302 -0.881  0.1983
H5 -0.553 -0.933 1.172  0.4203

---

Preferred: model 2; penalty for the next structure: 2.328 eV.

---

Model 1:
Density functional theory data (ωB97M-V with the def2-TZVPD basis set) for one molecule with the formula C2H2ClFO.

Calculated values
* multiplicity: 1
* SMILES string: O=C[C@H](F)Cl
* gap between HOMO and LUMO: 10.2 eV
* lowest unoccupied orbital energy: -0.8 eV

Each line ends with the Mulliken charge.
Cartesian coordinates (Å):
O1 1.804 -0.575 -0.261  -0.4365
C1 0.593 -0.498 0.320  -0.0071
C2 -0.405 0.279 -0.339  0.3506
F1 -0.334 1.650 0.121  -0.2553
Cl1 -1.838 -0.518 -0.070  -0.1147
H1 0.354 -0.876 1.561  0.2419
H2 -0.174 0.539 -1.333  0.2211

---

Model 2:
Density functional theory data (ωB97M-V with the def2-TZVPD basis set) for one molecule with the formula C2H2ClFO.

Calculated values
* multiplicity: 1
* SMILES string: O=C[C@@H](F)Cl
* gap between HOMO and LUMO: 10.4 eV
* lowest unoccupied orbital energy: -0.5 eV

Each line ends with the Mulliken charge.
Cartesian coordinates (Å):
O1 0.692 -1.618 -0.176  -0.3994
C1 0.436 -0.503 -0.655  0.0194
C2 -0.418 0.387 0.259  0.2317
F1 -1.862 -0.141 0.529  -0.2816
Cl1 0.535 0.559 1.675  -0.0982
H1 1.026 -0.020 -1.455  0.3008
H2 -0.408 1.335 -0.177  0.2273

---

Preferred: model 2; penalty for the next structure: 0.684 eV.